No. 1
Here is a structure of composition C39H52Cl2KO4P2S4SbSe in a non-equilibrium geometry from the OMol25 dataset. Energies are from ωB97M-V with the def2-TZVPD basis set.

```
106
Properties=species:S:1:pos:R:3
K 0.48 -0.41 -0.41
C -2.94 2.44 -1.34
C -3.06 3.30 -0.08
S -1.70 3.12 1.11
C -2.64 2.81 2.63
C -3.61 1.62 2.62
S -2.79 0.05 2.20
C -3.93 -0.63 0.98
C -4.10 0.14 -0.34
S -2.58 0.66 -1.19
H -2.11 2.80 -1.95
H -3.86 2.58 -1.92
H -3.98 3.06 0.46
H -3.12 4.35 -0.37
H -3.18 3.72 2.89
H -1.87 2.65 3.38
H -4.43 1.78 1.92
H -4.04 1.53 3.62
H -4.92 -0.75 1.45
H -3.55 -1.63 0.79
H -4.69 1.04 -0.17
H -4.65 -0.50 -1.03
Cl 0.75 2.31 -2.06
C 1.83 3.62 -1.72
C 1.41 4.90 -2.05
C 2.23 5.99 -1.80
C 3.46 5.77 -1.20
C 3.87 4.48 -0.88
Cl 5.43 4.33 -0.12
C 3.09 3.32 -1.13
S 3.60 1.71 -0.77
H 0.44 5.03 -2.50
H 1.91 6.99 -2.06
H 4.12 6.60 -0.99
C 2.95 -3.93 -0.03
P 2.73 -2.36 -0.96
C 4.48 -1.77 -0.99
C 2.61 -3.07 -2.67
C 2.52 -1.98 -3.75
P 1.09 -0.85 -3.44
C 1.27 0.25 -4.91
C -0.28 -1.93 -4.03
H 3.22 -3.70 1.00
H 3.73 -4.55 -0.47
H 1.99 -4.45 -0.04
H 5.16 -2.52 -1.41
H 4.78 -1.55 0.03
H 4.55 -0.84 -1.56
H 1.70 -3.68 -2.66
H 3.47 -3.73 -2.84
H 2.42 -2.42 -4.75
H 3.42 -1.36 -3.75
H 1.41 -0.33 -5.83
H 2.13 0.91 -4.76
H 0.38 0.87 -5.00
H -0.05 -2.39 -4.99
H -1.19 -1.32 -4.12
H -0.49 -2.69 -3.27
C -0.28 1.55 5.44
C -0.35 0.23 6.18
C -0.80 0.25 7.50
C -0.92 -0.91 8.25
C -0.57 -2.12 7.68
C -0.11 -2.16 6.37
C 0.02 -1.00 5.60
Sb 0.70 -1.08 3.50
C 1.46 -3.09 3.64
C 2.83 -3.32 3.74
C 3.35 -4.61 3.79
C 2.48 -5.69 3.72
C 1.12 -5.48 3.59
C 0.58 -4.19 3.53
C -0.90 -4.02 3.32
C 2.61 -0.07 3.92
C 3.01 0.73 2.84
C 4.14 1.53 2.88
C 4.90 1.55 4.04
C 4.53 0.76 5.12
C 3.40 -0.06 5.08
C 3.11 -0.91 6.30
H 0.26 2.29 6.02
H -1.29 1.94 5.26
H 0.23 1.47 4.48
H -1.07 1.21 7.94
H -1.27 -0.86 9.27
H -0.64 -3.04 8.25
H 0.19 -3.11 5.95
H 3.51 -2.48 3.79
H 4.42 -4.76 3.87
H 2.87 -6.70 3.74
H 0.45 -6.32 3.51
H -1.45 -4.89 3.68
H -1.14 -3.89 2.25
H -1.30 -3.13 3.82
H 2.43 0.74 1.92
H 4.42 2.10 2.00
H 5.79 2.17 4.09
H 5.14 0.77 6.02
H 4.04 -1.12 6.84
H 2.65 -1.86 6.03
H 2.43 -0.41 6.99
O 0.02 -3.77 -1.03
Se -1.13 -2.94 -0.21
O -1.87 -1.90 -1.25
O -0.40 -2.02 0.95
O -2.23 -3.93 0.48
```

Net charge: -2
F_max in eV Å⁻¹: 2.0
Relative energy (zero: lowest compared OMol25 entry of this formula, charge and spin) in eV: 0.4081

=====

No. 2
Here is a cluster of 8 separate species, C39H52N8O14 in total in a non-equilibrium geometry from the OMol25 dataset. Energies are from ωB97M-V with the def2-TZVPD basis set.

```
113
Properties=species:S:1:pos:R:3
C -2.83 -1.78 2.63
C -2.69 -0.42 3.27
C -1.25 0.23 3.14
C -1.24 1.70 3.31
C -2.22 2.39 2.35
C -3.66 1.97 2.53
N -3.80 0.51 2.78
O -4.90 -0.01 2.48
C -4.48 2.49 1.22
C -4.39 2.75 3.71
C -3.04 -0.53 4.81
H -1.92 -2.65 2.72
H -3.04 -1.69 1.62
H -3.72 -2.37 2.97
H -0.81 0.06 2.19
H -0.48 -0.12 3.96
H -0.03 1.86 3.15
H -1.49 2.05 4.32
H -1.96 2.25 1.28
H -2.06 3.52 2.57
H -5.64 2.13 1.33
H -3.93 1.99 0.30
H -4.46 3.43 0.91
H -3.87 2.63 4.75
H -5.32 2.38 3.93
H -4.60 3.83 3.53
H -2.07 -0.96 5.43
H -3.86 -1.22 5.06
H -3.08 0.58 5.14
N 0.58 0.18 -0.56
O 1.12 -0.22 0.54
O 1.15 -0.24 -1.63
O -0.60 0.54 -0.59
C 0.57 -3.66 1.62
C 0.67 -4.86 2.54
C -0.38 -6.02 2.51
C -1.52 -5.85 1.56
C -1.54 -4.64 0.47
C -0.46 -3.57 0.76
N -2.59 -6.93 1.44
O -3.51 -6.85 0.55
O -2.66 -7.79 2.36
H 1.40 -3.03 1.41
H 1.59 -5.28 3.15
H -0.37 -6.71 3.32
H -2.26 -4.25 -0.16
H -0.57 -2.70 -0.03
C 4.20 -1.85 1.90
C 3.68 -1.02 3.02
C 4.46 -0.93 4.36
C 5.91 -1.37 4.34
C 6.44 -2.00 3.06
C 5.49 -2.41 1.93
N 6.78 -1.03 5.50
O 8.10 -1.22 5.47
O 6.21 -0.40 6.39
H 3.60 -1.90 0.91
H 2.62 -0.53 2.80
H 4.07 -0.50 5.22
H 7.42 -2.43 3.04
H 5.67 -3.10 1.16
C 5.87 1.01 0.21
C 4.76 0.57 -0.68
C 5.09 -0.37 -1.94
C 6.51 -0.98 -2.05
C 7.60 -0.51 -1.07
C 7.24 0.60 -0.03
N 6.82 -1.91 -3.21
O 5.88 -1.98 -4.07
O 8.03 -2.21 -3.40
H 5.72 1.47 1.01
H 3.71 0.97 -0.80
H 4.10 -0.48 -2.52
H 8.69 -0.92 -1.12
H 8.01 1.04 0.65
C -2.93 0.00 -2.96
C -4.02 0.68 -3.75
C -4.49 0.10 -5.12
C -3.69 -1.07 -5.72
C -2.61 -1.64 -4.88
C -2.20 -1.05 -3.49
N -4.04 -1.59 -7.03
O -3.24 -2.45 -7.57
O -5.29 -1.49 -7.37
H -2.74 0.47 -1.97
H -4.40 1.60 -3.15
H -5.02 0.81 -5.64
H -2.06 -2.47 -5.46
H -1.44 -1.37 -2.88
C -0.71 1.20 -6.22
O -1.84 1.30 -6.83
N -0.44 2.15 -5.37
C 0.83 2.10 -4.64
C -1.32 3.19 -5.01
H 0.06 0.37 -6.36
H 0.79 1.84 -3.58
H 1.17 2.94 -4.44
H 1.55 1.46 -4.96
H -1.57 3.83 -5.68
H -0.97 3.86 -4.07
H -2.28 2.83 -4.89
C -2.01 3.42 -1.52
O -3.27 3.65 -1.72
N -1.17 4.25 -0.77
C 0.14 3.75 -0.48
C -1.70 5.57 -0.12
H -1.46 2.66 -1.80
H 0.82 4.72 -0.54
H 0.48 3.03 -1.21
H 0.36 3.16 0.40
H -1.96 6.33 -0.87
H -1.17 6.01 0.58
H -2.66 5.16 0.34
```

F_max in eV Å⁻¹: 11.1
Relative energy (zero: lowest compared OMol25 entry of this formula, charge and spin) in eV: 1.9491

=====

No. 3
Here is a cluster of 13 separate species, C39H52O39 in total in a non-equilibrium geometry from the OMol25 dataset. Energies are from ωB97M-V with the def2-TZVPD basis set.

```
130
Properties=species:S:1:pos:R:3
C 4.04 0.12 3.21
C 3.65 -0.66 4.45
O 3.87 -2.04 4.07
C 4.92 -2.05 3.25
O 5.54 -3.02 2.93
O 5.10 -0.79 2.79
H 4.50 1.08 3.45
H 3.25 0.15 2.45
H 2.60 -0.56 4.74
H 4.37 -0.43 5.25
C 2.15 3.64 0.35
C 1.10 2.58 0.50
O -0.07 3.34 0.87
C 0.08 4.66 0.56
O -0.75 5.48 0.61
O 1.37 4.82 0.11
H 2.82 3.48 -0.50
H 2.74 3.76 1.26
H 1.32 1.92 1.33
H 0.87 2.07 -0.44
C 4.43 2.51 -4.68
C 4.41 3.68 -3.72
O 3.06 3.65 -3.20
C 2.61 2.36 -3.29
O 1.71 1.86 -2.75
O 3.42 1.68 -4.13
H 5.37 1.98 -4.71
H 4.16 2.80 -5.70
H 4.55 4.65 -4.20
H 5.09 3.57 -2.87
C 6.23 -0.04 -0.74
C 5.80 -1.49 -0.54
O 4.39 -1.34 -0.34
C 4.00 -0.07 -0.40
O 2.86 0.33 -0.21
O 5.04 0.74 -0.54
H 6.63 0.22 -1.72
H 6.94 0.29 0.01
H 6.23 -1.90 0.37
H 5.98 -2.16 -1.39
C -2.43 3.79 -1.64
C -1.81 3.53 -2.97
O -2.94 3.37 -3.83
C -4.00 2.98 -3.09
O -4.98 2.53 -3.57
O -3.76 3.24 -1.78
H -2.53 4.85 -1.34
H -1.94 3.28 -0.81
H -1.26 2.58 -3.00
H -1.20 4.35 -3.36
C -2.21 -3.37 3.89
C -1.47 -4.38 3.06
O -0.19 -3.76 2.92
C -0.03 -2.77 3.80
O 0.91 -2.06 3.81
O -1.15 -2.66 4.56
H -2.82 -3.84 4.66
H -2.79 -2.63 3.33
H -1.86 -4.50 2.05
H -1.30 -5.30 3.62
C -1.14 1.02 4.05
C -1.26 2.48 4.52
O 0.07 2.99 4.39
C 0.90 2.00 4.03
O 2.06 2.17 3.88
O 0.27 0.82 3.82
H -1.66 0.84 3.12
H -1.45 0.28 4.78
H -1.56 2.56 5.58
H -1.88 3.06 3.84
C -4.47 -5.44 -1.27
C -4.25 -4.34 -2.30
O -3.26 -3.48 -1.70
C -2.77 -4.10 -0.61
O -1.92 -3.66 0.08
O -3.34 -5.31 -0.41
H -4.48 -6.44 -1.70
H -5.37 -5.32 -0.66
H -5.14 -3.75 -2.51
H -3.83 -4.73 -3.22
C -0.27 -0.72 -0.76
C -0.04 -0.93 0.72
O -1.19 -0.26 1.27
C -1.75 0.59 0.37
O -2.60 1.35 0.66
O -1.19 0.40 -0.84
H -0.75 -1.59 -1.22
H 0.64 -0.47 -1.29
H 0.85 -0.45 1.13
H -0.06 -1.97 1.03
C -5.11 4.72 1.66
C -3.63 4.36 1.71
O -3.15 5.28 2.71
C -4.20 5.69 3.49
O -4.12 6.41 4.42
O -5.36 5.17 3.01
H -5.78 3.89 1.45
H -5.29 5.57 0.99
H -3.10 4.57 0.80
H -3.42 3.34 2.06
C -4.75 -0.66 -2.27
C -5.18 -0.70 -0.81
O -6.54 -1.12 -0.86
C -7.01 -1.16 -2.13
O -8.13 -1.15 -2.47
O -5.92 -1.14 -2.96
H -3.94 -1.35 -2.54
H -4.55 0.33 -2.69
H -5.12 0.27 -0.30
H -4.60 -1.42 -0.23
C 2.46 -4.17 1.49
C 3.52 -4.95 0.77
O 3.24 -4.66 -0.62
C 1.95 -4.19 -0.71
O 1.38 -3.90 -1.69
O 1.44 -4.03 0.51
H 2.82 -3.17 1.75
H 2.05 -4.64 2.37
H 3.45 -6.04 0.86
H 4.54 -4.58 0.98
C 2.13 -1.59 -3.80
C 2.35 -1.70 -5.29
O 1.04 -1.45 -5.80
C 0.20 -0.93 -4.85
O -0.88 -0.51 -4.98
O 0.84 -0.99 -3.68
H 2.84 -0.93 -3.31
H 2.08 -2.57 -3.33
H 2.65 -2.70 -5.60
H 3.03 -0.95 -5.71
```

F_max in eV Å⁻¹: 3.2
Relative energy (zero: lowest compared OMol25 entry of this formula, charge and spin) in eV: 0.0000

=====

No. 4
Here is a structure of composition C39H53N5P2Sr in a non-equilibrium geometry from the OMol25 dataset. Energies are from ωB97M-V with the def2-TZVPD basis set.

```
100
Properties=species:S:1:pos:R:3
Sr -0.10 -0.54 0.23
C -1.42 2.05 -0.86
C -1.71 1.10 -1.78
C -1.02 0.87 -3.10
C 0.23 -0.06 -3.12
C 1.29 0.15 -2.08
C 1.55 1.28 -1.39
C 0.98 2.64 -1.69
C -0.29 3.04 -0.90
C 1.96 -1.68 1.32
H -2.16 2.26 -0.08
H -2.64 0.54 -1.65
H -0.78 1.81 -3.62
H -1.77 0.38 -3.74
H -0.12 -1.11 -3.07
H 0.68 0.00 -4.13
H 1.92 -0.74 -1.91
H 2.32 1.26 -0.60
H 0.81 2.79 -2.76
H 1.76 3.38 -1.42
H 0.00 3.29 0.14
H -0.65 4.00 -1.32
H 1.93 -1.49 2.41
H 2.88 -1.26 0.89
H 1.89 -2.76 1.12
P 1.28 -1.19 -8.58
P -1.69 -0.63 -8.19
N 2.73 -0.23 -8.43
N 2.03 -2.45 -9.57
N -1.95 1.08 -7.92
N -3.37 -1.00 -8.53
C 0.45 -0.21 -9.93
C -1.06 -0.52 -9.94
C 3.06 0.42 -7.23
C 4.07 1.33 -7.48
C 4.39 1.24 -8.88
C 3.55 0.29 -9.44
C 2.22 -3.75 -9.07
C 2.67 -4.57 -10.09
C 2.76 -3.76 -11.28
C 2.37 -2.47 -10.92
C -1.82 1.67 -6.65
C -1.95 3.04 -6.78
C -2.17 3.33 -8.17
C -2.17 2.11 -8.84
C -4.32 -0.32 -9.31
C -5.38 -1.17 -9.57
C -5.09 -2.43 -8.94
C -3.86 -2.30 -8.32
H 0.88 -0.42 -10.92
H 0.62 0.86 -9.72
H -1.61 0.22 -10.53
H -1.25 -1.51 -10.39
H 2.53 0.16 -6.33
H 4.53 1.99 -6.76
H 5.13 1.82 -9.41
H 3.47 -0.07 -10.45
H 2.01 -3.96 -8.03
H 2.91 -5.62 -10.02
H 3.07 -4.08 -12.26
H 2.31 -1.58 -11.53
H -1.65 1.04 -5.79
H -1.91 3.77 -5.98
H -2.30 4.30 -8.63
H -2.30 1.90 -9.89
H -4.16 0.71 -9.59
H -6.27 -0.93 -10.14
H -5.70 -3.32 -8.96
H -3.27 -3.00 -7.75
C -1.23 0.05 7.14
C -1.02 0.46 5.70
C -0.38 1.68 5.45
C -0.15 2.10 4.13
C 0.53 3.42 3.90
C -0.57 1.30 3.08
C -1.22 0.04 3.30
C -1.46 -0.33 4.65
N -1.52 -0.70 2.18
C -2.21 -2.01 2.14
C -1.37 -3.06 2.87
C -3.61 -1.94 2.75
C -2.34 -2.45 0.67
H -0.27 -0.01 7.68
H -1.84 0.78 7.68
H -1.72 -0.92 7.21
H -0.05 2.31 6.28
H -0.05 4.25 4.33
H 1.52 3.45 4.37
H 0.66 3.62 2.83
H -0.41 1.66 2.04
H -1.96 -1.27 4.87
H -1.27 -2.84 3.94
H -1.84 -4.05 2.76
H -0.35 -3.11 2.45
H -4.22 -1.19 2.22
H -4.09 -2.91 2.64
H -3.59 -1.68 3.81
H -2.83 -1.67 0.05
H -1.37 -2.75 0.22
H -2.97 -3.34 0.62
```

F_max in eV Å⁻¹: 2.6
DFT total energy in eV: -68163.851